# 1
C13H21N7ReS3 | ωB97M-V with the def2-TZVPD basis set

Each line ends with the Mulliken charge.
Atoms and positions in Å:
Re 1.577 1.525 0.005  0.753
S 1.763 2.841 -1.943  -0.316
C 3.284 3.403 -1.292  0.606
S 3.627 2.481 0.163  -0.088
C 4.052 4.416 -1.781  0.729
C 5.212 4.853 -1.095  -0.196
N 6.128 5.208 -0.509  -0.265
C 3.706 5.111 -2.962  -0.172
N 3.417 5.669 -3.919  -0.267
S 1.473 1.102 2.388  -0.391
C 0.221 -0.096 2.605  0.130
N -1.006 0.323 2.863  -0.027
C -2.095 -0.583 3.196  -0.546
C -1.511 -1.864 3.778  -0.705
C -0.470 -2.421 2.814  -0.443
N 0.511 -1.383 2.519  0.033
H -1.143 1.314 3.016  0.325
H -2.668 -0.792 2.286  0.241
H -2.751 -0.090 3.914  0.425
H -2.299 -2.595 3.949  0.368
H -1.030 -1.634 4.730  0.318
H -0.943 -2.737 1.878  0.129
H 0.044 -3.278 3.250  0.440
H 1.484 -1.646 2.439  0.333
C -2.278 0.107 -2.529  -1.255
N -1.354 0.232 -1.413  0.110
C -1.442 1.523 -0.765  -0.983
C -0.356 -0.646 -1.197  0.873
N 0.774 -0.260 -0.574  -0.599
N -0.508 -1.936 -1.551  0.129
C 0.627 -2.813 -1.772  -1.319
C -1.796 -2.604 -1.576  -1.302
H -2.275 1.043 -3.090  0.424
H -3.297 -0.075 -2.187  0.381
H -1.970 -0.683 -3.204  0.416
H -2.481 1.693 -0.469  0.374
H -1.154 2.331 -1.447  0.337
H -0.822 1.575 0.148  0.277
H 1.389 -1.061 -0.406  0.206
H 1.488 -2.262 -2.146  0.520
H 0.350 -3.543 -2.532  0.376
H 0.898 -3.367 -0.870  0.381
H -2.562 -1.981 -1.127  0.410
H -1.718 -3.526 -0.999  0.450
H -2.095 -2.878 -2.588  0.381

net charge: +2
2S+1: 4
LUMO energy (spin up / spin down): -0.33347 / -0.31104 hartree
⟨S²⟩: 3.90


# 2
C13H21NO4 | ωB97M-V with the def2-TZVPD basis set

Each line ends with the Mulliken charge.
Atoms and positions in Å:
C -5.217 -0.872 1.507  -1.425
C -3.958 -0.079 1.180  -0.072
C -4.030 0.529 -0.219  -0.667
C -2.886 1.498 -0.527  -0.976
C -1.486 0.907 -0.371  -0.322
H -0.751 1.688 -0.579  0.375
C -1.237 -0.281 -1.304  -0.938
N 0.083 -0.831 -1.117  0.260
C 0.328 -1.840 -0.259  0.381
O -0.495 -2.463 0.374  -0.661
C 1.838 -2.054 -0.246  0.261
O 2.444 -2.918 0.315  -0.535
C 2.442 -0.913 -1.067  0.410
C 3.133 0.006 -0.060  0.189
O 2.622 0.992 0.401  -0.595
O 4.332 -0.460 0.241  -0.312
C 5.079 0.240 1.243  -0.236
C 5.814 1.435 0.655  -1.102
H 6.420 1.902 1.425  0.376
H 5.100 2.164 0.279  0.310
H 6.460 1.117 -0.160  0.298
H 5.777 -0.501 1.637  0.333
H 4.394 0.565 2.032  0.311
H 3.196 -1.303 -1.751  0.514
C 1.247 -0.241 -1.736  -0.810
H 1.259 0.840 -1.559  0.348
H 1.233 -0.425 -2.817  0.326
H -1.940 -1.085 -1.077  0.454
H -1.352 0.018 -2.350  0.240
H -1.333 0.577 0.656  0.289
H -3.005 1.867 -1.549  0.344
H -2.965 2.356 0.144  0.359
H -4.051 -0.272 -0.961  0.265
H -4.970 1.079 -0.315  0.439
H -3.096 -0.745 1.254  0.197
H -3.831 0.720 1.914  0.306
H -5.355 -1.679 0.792  0.346
H -6.096 -0.231 1.474  0.348
H -5.147 -1.306 2.502  0.372

2S+1: 1
LUMO energy: 0.00408 hartree
ΔE to the lowest compared entry with this formula, charge and spin: 30.03 kJ/mol


# 3
C13H22AgN3O4S2 | ωB97M-V with the def2-TZVPD basis set

Each line ends with the Mulliken charge.
Atoms and positions in Å:
N 0.961 -3.177 2.426  -0.702
C 0.714 -2.614 1.099  0.276
O -0.322 -2.836 0.552  -0.381
C 1.803 -1.731 0.571  -0.678
C 1.480 -1.048 -0.757  -1.013
C 2.381 0.195 -1.014  1.558
N 3.562 0.159 -0.159  -0.722
C 1.588 1.532 -0.864  -1.759
C 1.748 2.203 0.488  -0.739
C 0.971 1.435 1.551  1.061
S -0.712 2.051 1.966  -0.140
C -1.780 0.742 1.481  0.405
S -1.479 -0.799 2.044  0.040
N -2.771 1.097 0.636  0.082
C -3.870 0.122 0.503  -0.969
C -3.653 -0.784 -0.686  -0.140
O -3.878 -0.028 -1.848  -0.450
C -3.110 1.160 -1.908  -0.863
C -2.200 1.454 -0.725  -0.429
C 2.795 0.138 -2.531  0.265
O 3.987 0.380 -2.777  -0.765
O 1.858 -0.133 -3.299  -0.738
H 1.908 -3.545 2.422  0.337
H 1.040 -2.367 3.041  0.350
H 2.696 -2.345 0.477  0.662
H 1.994 -1.027 1.373  0.585
H 1.615 -1.777 -1.544  0.615
H 0.440 -0.766 -0.792  -0.270
H 4.144 -0.605 -0.469  0.286
H 4.087 1.003 -0.335  0.263
H 1.912 2.208 -1.649  0.501
H 0.553 1.319 -1.063  0.528
H 2.782 2.243 0.801  0.416
H 1.402 3.234 0.447  0.501
H 1.508 1.455 2.492  0.491
H 0.861 0.402 1.277  -1.677
H -4.776 0.680 0.292  0.382
H -4.034 -0.409 1.429  0.532
H -4.418 -1.554 -0.672  0.422
H -2.687 -1.285 -0.679  0.173
H -2.434 1.081 -2.759  0.429
H -3.758 2.003 -2.118  0.328
H -1.241 0.987 -0.831  0.255
H -2.030 2.524 -0.730  0.477
Ag -1.634 -2.979 2.842  0.215

2S+1: 1
LUMO energy: -0.08645 hartree


# 4
C13H22AlBBrF2N2NaO12S | ωB97M-V with the def2-TZVPD basis set

Each line ends with the Mulliken charge.
Atoms and positions in Å:
C -0.666 0.380 2.175  -0.959
C 0.582 0.047 1.205  0.458
O 1.737 0.173 1.652  -0.512
N 0.232 -0.392 -0.163  0.794
C 0.888 -1.683 -0.538  -0.763
C 0.402 0.686 -1.169  0.022
C -0.824 0.901 -2.201  -0.580
C -0.081 1.941 -3.208  -0.387
C 1.455 1.943 -2.755  0.327
O 2.341 2.778 -2.965  -0.430
O 1.568 0.701 -2.041  -0.219
H -1.357 1.049 1.543  0.234
H -0.330 0.869 3.141  0.326
H -1.212 -0.612 2.311  0.331
H 0.709 -2.412 0.335  0.493
H 0.317 -2.107 -1.430  0.300
H 2.026 -1.632 -0.683  -0.203
H 0.456 1.723 -0.675  -0.192
H -1.149 -0.025 -2.806  0.252
H -1.813 1.244 -1.759  0.293
H -0.140 1.375 -4.203  0.347
H -0.617 2.947 -3.198  0.316
Na 3.374 -0.380 -1.242  0.837
C -3.950 -4.507 -1.174  -1.544
C -2.490 -4.072 -1.114  0.459
C -1.494 -5.249 -1.097  -0.584
O -1.392 -5.915 0.156  -0.394
C -2.416 -6.866 0.401  -0.649
N -2.303 -3.190 0.046  -0.609
H -4.320 -4.870 -0.213  0.288
H -4.586 -3.665 -1.459  0.383
H -4.094 -5.297 -1.917  0.355
H -2.290 -3.489 -2.021  0.340
H -0.494 -4.847 -1.296  0.246
H -1.704 -5.966 -1.901  0.456
H -2.732 -7.378 -0.512  0.302
H -3.268 -6.387 0.885  0.231
H -2.022 -7.612 1.096  0.261
H -1.353 -2.824 0.027  0.077
H -2.316 -3.780 0.879  0.345
B 2.280 5.077 -0.844  0.623
O 1.289 4.123 -0.311  -0.364
C 1.262 4.273 1.011  0.757
O 0.552 3.638 1.753  -0.611
C 2.220 5.317 1.403  0.299
O 2.437 5.694 2.527  -0.558
O 2.825 5.796 0.317  -0.487
F 1.646 5.993 -1.745  -0.331
F 3.318 4.364 -1.524  -0.244
Al 3.729 3.915 -4.094  0.649
Br 5.381 2.347 -0.860  -0.759
O 1.582 6.626 5.866  -0.314
S 1.677 5.173 6.051  1.387
O 0.607 4.503 5.302  -0.370
O 1.541 4.857 7.478  -0.348
O 2.978 4.707 5.559  -0.376

2S+1: 1
LUMO energy: -0.20879 hartree


| no. | F_max (eV/Å) | energy (a.u.) |
| --- | --- | --- |
| 1 | 1.0 | -2163.4955 |
| 2 | 0.6 | -863.7028 |
| 3 | 1.4 | -1916.9908 |
| 4 | 4.5 | -5122.3915 |